No. 1
Molecular formula: C7H6S3
Method: DFT, ωB97M-V/def2-TZVPD

```
16
Properties=species:S:1:pos:R:3:forces:R:3:nbo_charge:R:1
H -0.0928 0.1731 1.6529 -0.1 0.0 0.0 0.253
C 0.2558 -0.7047 -0.2694 -0.8 0.2 -0.1 -0.071
H 3.1546 -0.8639 -2.0719 0.1 0.0 -0.2 0.243
H -2.9842 1.8431 0.0337 -0.3 -0.1 0.1 0.220
S 3.1722 0.4187 -0.0808 -0.7 -0.3 0.0 0.475
C 1.1982 -1.0515 -1.2668 0.3 -0.3 -0.2 -0.265
C -2.3778 -0.1415 0.1616 0.0 -0.7 0.1 -0.536
H 0.8601 -1.6836 -2.0771 0.0 0.0 -0.1 0.241
S -0.8290 1.8172 -0.9461 0.1 0.0 -0.1 -0.240
C -2.1873 1.1456 -0.1890 0.5 0.4 -0.1 -0.336
S -1.3138 -1.4360 -0.3655 0.2 0.4 -0.1 0.406
C 0.6464 0.0293 0.8782 0.2 0.2 0.4 -0.232
C 2.4706 -0.6045 -1.2842 0.0 0.3 0.7 -0.311
H -3.2848 -0.4952 0.6207 -0.1 0.0 0.1 0.229
H 2.1565 1.0677 1.9611 0.0 0.1 0.1 0.244
C 1.8805 0.5356 1.0673 0.4 -0.3 -0.6 -0.322
```
Forces are in eV/Å.

Properties
- Lowest unoccupied orbital energy: -1.3 eV
- Maximum force: 0.8 eV/A
- ΔE to the lowest compared entry with this formula, charge and spin: 10.0 kcal per mole
- DFT total energy: -39859.5723 eV
- Net charge: 0



No. 2
Molecular formula: C33H22AsBrN3O5PdS
Method: DFT, ωB97M-V/def2-TZVPD

```
67
Properties=species:S:1:pos:R:3:forces:R:3:lowdin_spin:R:1
H 1.8502 -3.5644 1.7722 0.1 0.1 0.1 0.000
H 0.6222 -6.9035 -4.2045 0.0 0.0 0.0 0.000
C 0.2967 0.9569 1.6032 -0.3 0.0 0.2 0.032
C 0.8900 1.3247 0.3560 0.3 0.0 -0.3 0.132
C 0.9428 -3.0863 1.4316 0.1 -0.1 -0.2 0.000
O 2.0611 0.8569 0.0646 -0.4 0.3 -0.3 0.169
H -1.5273 0.8858 -3.8520 0.0 0.0 0.0 0.000
C -3.4605 7.2638 0.1907 0.1 0.2 0.0 -0.011
C 0.9688 -6.0807 -3.5918 0.0 0.0 0.0 0.000
C -3.8667 5.9507 0.2510 0.1 -0.2 0.1 0.092
C 2.3500 -4.1402 -3.2929 0.1 0.2 0.1 0.000
Pd 2.7468 -0.3673 1.4928 -0.4 1.7 0.1 0.009
C 0.9613 -2.4047 0.2180 -0.2 -0.1 0.2 0.000
C -3.0986 4.9906 0.9428 0.5 0.5 0.6 0.035
C -1.9102 5.4142 1.5859 -0.3 -0.2 0.0 0.100
O 3.9306 -3.2004 1.1808 0.1 -0.1 0.1 0.000
H -0.9424 -0.1205 5.0296 0.0 -0.1 0.0 0.003
C -1.6873 2.2983 1.1337 -0.2 0.0 -0.6 0.062
H -4.7709 5.6217 -0.2417 0.0 0.0 0.0 0.004
H -2.0409 -0.2764 -1.7443 0.0 0.0 0.0 0.000
C -0.2317 -3.1712 2.1645 0.0 -0.1 0.0 0.000
C -2.2872 7.6480 0.8302 0.1 0.1 0.0 0.109
H 0.5989 2.4826 -1.4235 0.0 0.0 0.0 -0.002
C 0.4581 -5.8969 -2.3168 0.0 0.0 -0.1 0.000
H -1.3286 4.6961 2.1465 0.0 0.0 0.0 0.008
S 4.5473 -2.0272 1.7880 1.4 -1.9 0.1 0.000
N -2.8741 2.7550 1.4990 0.4 0.3 1.2 0.533
C -1.0609 -0.3851 -2.1929 0.0 -0.1 0.0 0.001
C -1.5129 6.7317 1.5275 0.0 0.1 0.0 -0.012
C -0.7723 0.2694 -3.3798 -0.1 0.1 0.0 0.000
H -2.3178 -1.4978 0.0930 0.0 0.0 0.0 0.000
C 1.4741 -0.5848 -3.3148 0.1 -0.1 0.1 0.000
C -0.2189 -1.8206 -0.2693 0.2 -0.1 0.2 0.000
C -0.6230 0.1922 4.0461 -0.3 0.2 0.0 0.032
O 5.8537 -2.2745 2.3226 0.1 0.3 0.1 0.000
O 3.6014 -1.4815 2.8660 -0.1 -0.1 0.3 0.000
H -0.2378 -3.6925 3.1138 0.0 0.0 0.0 0.000
C 1.1906 -1.2577 -2.1373 0.1 0.2 0.2 0.000
O 4.5272 -0.8776 0.7871 0.3 0.1 0.0 0.000
H -1.6240 3.3326 -0.7413 0.0 0.0 -0.1 0.008
H -2.3204 -2.6839 2.2410 0.0 0.0 0.0 0.000
C -1.3996 -2.6001 1.6769 -0.1 0.0 0.1 0.000
C -0.0800 -1.1432 -1.5627 0.1 0.1 -0.2 0.000
H 1.3037 -0.8103 4.1622 0.0 0.0 0.0 -0.002
C 0.4956 0.1790 -3.9368 0.0 0.0 -0.1 0.000
C -1.4413 0.9723 3.2563 0.2 -0.2 0.1 -0.013
H 0.7275 0.7250 -4.8429 0.0 0.0 0.0 0.000
H -2.4290 1.2656 3.5866 0.0 0.1 0.0 0.001
H 3.0936 -3.4422 -3.6666 0.0 -0.1 -0.1 0.000
C 0.1601 2.1924 -0.4788 0.2 -0.1 0.1 0.009
H -0.2803 -6.5878 -1.9277 0.0 0.0 0.0 0.000
H -0.6080 7.0490 2.0267 0.0 0.0 0.0 -0.003
As 2.4731 -2.2997 -1.0288 -1.1 -0.4 -0.9 0.001
C -0.9819 1.3902 2.0058 0.4 0.0 -0.1 0.047
H 2.4736 -0.6376 -3.7318 0.0 0.0 -0.1 0.000
N 1.0717 0.1571 2.3827 -1.0 0.2 0.5 0.033
C -1.3966 -1.9291 0.4663 0.0 0.1 -0.1 0.001
C 0.6303 -0.1964 3.5762 0.3 -0.1 -0.1 -0.020
N -3.5547 3.7148 0.9675 -0.6 -0.6 -1.2 0.491
C 0.8833 -4.8301 -1.5363 0.0 0.1 0.1 0.000
Br -1.7417 9.4713 0.7721 -0.1 -0.1 0.0 0.024
H 2.3413 -5.3517 -5.0662 0.0 0.1 0.0 0.000
C 1.8233 -3.9271 -2.0197 0.3 -0.1 0.1 0.001
H 0.4693 -4.6980 -0.5450 0.0 -0.1 0.0 0.000
C -1.0733 2.6566 -0.1005 -0.2 0.1 0.1 0.127
C 1.9277 -5.2013 -4.0763 0.0 0.0 -0.1 0.000
H -4.0450 8.0058 -0.3347 0.0 0.0 0.0 -0.003
```
Forces are in eV/Å.

Properties
- Lowest unoccupied orbital energy (spin up / spin down): 1.8 / 0.8 eV
- Maximum force: 2.4 eV/A
- DFT total energy: -194483.2447 eV
- Net charge: -1
- <S²>: 2.09
- Multiplicity: 3



No. 3
Molecular formula: C34H22Cl5I2N5OSn
Method: DFT, ωB97M-V/def2-TZVPD

```
70
Properties=species:S:1:pos:R:3:forces:R:3:nbo_charge:R:1
N -0.3064 -1.0811 -2.7923 -0.1 0.0 -0.2 -0.440
H 2.2248 2.1561 -2.2559 0.1 0.1 -0.1 0.200
C -0.2043 3.2333 0.6535 0.1 0.1 0.0 0.058
C -3.8318 -0.1092 -3.1279 0.1 0.0 0.1 -0.241
C 3.4110 1.7949 0.7465 -0.1 0.0 -0.1 0.222
C 4.9861 3.0666 -0.5291 0.0 0.0 0.1 -0.159
H 1.6236 -1.7520 -2.9129 0.0 -0.1 0.0 0.212
H -3.9252 3.7221 0.1726 0.0 0.0 0.0 0.217
N 1.6574 0.5581 2.1011 0.1 -0.2 -0.2 -0.660
Cl -1.1024 1.5465 3.3960 -0.1 0.3 0.2 -0.004
C -1.7351 -0.5712 1.8515 0.0 -0.2 -0.4 -0.530
H -4.7843 2.5320 -1.2623 0.0 0.0 0.0 0.218
C -2.5558 -1.6665 1.5960 0.1 0.4 0.3 0.022
C -3.6001 -2.0605 2.4257 -0.1 -0.1 0.0 -0.130
C -2.0409 0.1320 3.0049 0.0 -0.2 -0.2 -0.085
Cl -2.2649 -2.5822 0.1461 0.1 -0.1 -0.3 0.033
N -0.8709 2.3533 -0.0815 -0.1 0.0 -0.1 -0.447
C 2.2687 -2.3559 1.3453 0.1 -0.3 0.3 0.414
Cl -3.4004 0.7068 5.2965 0.0 0.0 0.0 0.044
H 0.8618 3.0533 0.7442 0.0 0.0 0.0 0.211
H 5.0712 -4.3454 1.3043 0.0 0.0 0.0 0.234
C 0.5977 -1.9647 -3.1944 0.0 0.0 0.0 0.062
C 2.9479 2.2736 -1.4548 0.0 -0.1 0.2 0.055
H -5.6604 0.9964 -2.9795 0.0 0.0 0.0 0.223
Cl -5.1494 -1.7786 4.6249 0.0 0.0 0.0 0.056
H 1.8771 -0.2848 4.0351 0.0 -0.1 0.1 0.182
C -4.6476 0.8838 -2.6156 0.0 0.0 0.0 -0.156
I 2.9108 -4.2241 -0.9258 0.1 0.0 0.2 0.115
H 5.9238 3.6000 -0.6145 0.0 0.0 0.0 0.219
H 1.0159 1.2524 2.4696 0.1 -0.1 -0.1 0.390
C -3.8584 -1.3260 3.5807 0.0 0.0 0.0 -0.085
C 4.5265 -3.0150 2.9068 0.4 -0.1 0.2 -0.191
H -0.2100 5.0122 1.8542 0.0 0.0 0.0 0.224
N -2.0806 0.5917 -1.6836 0.0 -0.1 0.0 -0.449
C -2.1634 4.4919 1.0972 0.1 0.0 0.0 -0.154
C -2.1814 2.5300 -0.2811 0.1 0.2 0.2 0.175
C 3.2387 -3.3010 0.9321 -0.3 0.1 -0.4 -0.233
N 2.6081 1.6986 -0.3013 -0.5 -0.2 0.0 -0.451
H -2.6765 5.3188 1.5698 0.0 0.0 0.0 0.223
C -2.8406 1.5796 -1.2191 -0.2 -0.1 -0.2 0.170
C 1.6065 -0.6070 3.0226 0.0 0.0 0.1 -0.231
H 4.3743 3.4262 -2.5676 0.0 0.0 0.0 0.222
H 3.1883 1.8250 2.8645 0.0 0.0 0.0 0.192
C -2.0024 -2.3800 -3.8447 0.0 0.0 0.0 -0.230
H -1.3513 -4.1713 -4.8258 0.0 0.0 0.0 0.221
H 3.7861 -1.5709 4.3034 0.0 0.0 0.0 0.218
C 0.2776 -3.0958 -3.9305 -0.1 0.0 0.0 -0.240
Cl -4.5775 -3.4256 2.0387 0.0 0.0 0.0 0.048
C -2.8621 3.5921 0.3116 -0.1 -0.1 0.0 -0.225
C 2.5277 -1.7105 2.5820 0.0 0.1 -0.1 -0.149
H -3.0434 -2.5382 -4.0878 0.0 0.0 0.0 0.216
O 1.1913 -2.1460 0.6586 -0.4 0.4 -0.1 -0.915
C 4.3534 -3.6279 1.6757 0.0 0.0 0.1 -0.253
C -4.1549 1.7460 -1.6523 0.0 0.0 0.1 -0.222
C -2.5420 -0.2388 -2.6164 -0.2 0.2 0.0 0.271
C 4.6230 2.4795 0.6690 0.1 0.0 0.0 -0.249
H 5.2664 2.5425 1.5376 0.0 0.0 0.0 0.219
C -0.7986 4.3270 1.2602 -0.1 0.0 0.0 -0.240
H 3.7131 0.2947 2.1869 0.0 0.0 0.0 0.240
H 1.0480 -3.7967 -4.2197 0.0 0.0 0.0 0.228
C -3.0734 -0.2143 3.8742 0.0 0.0 0.1 -0.084
H -4.1886 -0.7560 -3.9158 0.0 0.0 0.0 0.220
H 0.5775 -0.9746 3.0403 0.0 0.1 0.0 0.228
C 3.6277 -2.0609 3.3496 0.0 0.1 0.0 -0.224
C -1.5923 -1.2753 -3.1049 0.2 -0.2 -0.1 0.138
C 3.0126 1.1203 2.0421 -0.1 -0.1 -0.1 -0.278
C 4.1298 2.9699 -1.6187 0.0 0.0 -0.1 -0.268
C -1.0519 -3.3012 -4.2564 0.0 0.0 0.0 -0.161
I 6.1935 -3.5244 4.0956 -0.3 0.1 -0.2 0.104
Sn -0.0413 -0.3445 0.0316 0.8 0.1 0.7 1.438
```
Forces are in eV/Å.

Properties
- Lowest unoccupied orbital energy: -0.4 eV
- Maximum force: 1.1 eV/A
- ΔE to the lowest compared entry with this formula, charge and spin: 14.1 kcal per mole
- DFT total energy: -129758.7859 eV
- Net charge: 0



No. 4
Molecular formula: C54H51FNO5P2PbS2Si2
Method: DFT, ωB97M-V/def2-TZVPD

```
119
Properties=species:S:1:pos:R:3:forces:R:3:lowdin_charge:R:1
C -4.4093 -0.0789 -2.7535 0.0 0.0 0.0 -0.430
C -0.6481 4.0984 4.8903 0.1 0.0 -0.1 -0.143
C 3.0228 -2.4136 1.7449 0.0 0.0 0.0 -0.378
H 2.5655 0.7578 4.8211 0.0 0.0 0.0 0.044
O -5.2286 3.2117 -1.7466 0.0 0.0 0.0 0.127
C 2.5635 1.7077 -5.2471 0.0 0.0 0.0 -0.091
H -1.9091 3.1185 6.3149 0.0 0.0 0.0 0.089
H -0.2991 4.8632 5.5714 0.0 0.0 0.0 0.078
Si -4.4449 0.3979 2.3856 0.0 0.0 0.0 0.392
C 2.3824 -2.7882 -0.9732 0.0 -0.1 0.1 -0.354
C 1.7789 0.6798 -5.7624 0.0 0.0 0.0 -0.089
H -1.9184 -6.6931 1.4053 0.0 0.0 0.0 0.096
C -4.7302 -1.2341 -3.4650 0.1 0.0 0.0 -0.063
C -0.8078 -3.4944 1.3105 0.0 0.0 0.1 -0.096
H 0.4607 -0.9398 -5.3343 0.0 0.0 0.0 0.089
C 4.7421 2.7866 1.0638 0.0 0.0 0.0 -0.074
C 5.2935 -2.4896 3.3591 0.0 0.0 0.0 -0.099
H -4.6755 2.8247 2.8380 0.0 0.0 0.0 0.033
H -6.2025 -2.1404 -4.7065 0.0 0.0 0.0 0.105
O 1.3404 0.6363 2.2150 0.4 0.2 0.2 -0.706
C -0.5578 5.6238 -1.7395 0.0 0.0 0.0 -0.082
P 1.6198 1.5882 -1.2697 -0.2 -0.1 0.1 1.002
H 3.1512 -0.5619 3.7635 -0.1 0.0 0.0 0.019
C 0.8300 5.5987 -1.8144 0.0 0.0 0.0 -0.085
C 1.7666 -2.4182 -2.1794 0.1 0.0 -0.1 -0.288
H 4.3060 -4.0915 4.3922 0.0 0.0 0.0 0.099
H -7.7348 -0.2125 -4.6815 0.0 0.0 0.0 0.100
S -2.9942 0.2543 -1.8022 0.1 0.0 0.0 1.026
H -1.5786 -1.4470 -3.9860 0.0 0.0 0.1 0.005
H -2.7094 -4.3722 1.7569 0.0 0.0 0.0 0.102
C -0.5701 3.2606 -1.3362 0.0 0.0 0.0 -0.106
O 0.5148 -1.5220 3.0499 0.0 0.3 0.1 -0.591
C -4.7584 2.1273 -1.9343 0.0 0.0 0.1 -0.497
N -1.9546 1.1919 2.1309 0.1 0.0 0.0 -0.137
H 2.5970 4.3923 -1.7118 0.0 0.0 0.0 0.100
C 0.9562 -5.0244 0.7557 0.0 0.0 -0.1 -0.088
H -2.3406 4.4573 -1.4232 0.0 0.0 0.0 0.105
H -5.0840 -1.2392 4.1345 0.0 0.0 0.0 0.029
C 5.1972 -1.5526 2.3384 0.0 0.0 0.0 -0.087
H -1.1360 2.3607 -1.1223 0.1 0.0 0.0 0.049
H 1.7484 0.5071 -6.8324 0.0 0.0 0.0 0.096
F -0.1630 3.0672 1.4413 0.0 0.0 0.0 -0.008
H -2.6762 1.3755 4.7815 0.0 0.0 0.0 0.088
H -5.9378 2.2567 1.7214 0.0 0.0 0.0 0.033
C 3.2914 1.8850 -0.6356 0.1 -0.1 -0.1 -0.362
C -1.5775 2.0807 3.0753 -0.1 0.0 0.1 -0.331
C 3.4718 -3.6883 -3.3823 0.0 0.0 0.0 -0.093
H -4.3007 -1.5366 0.8130 0.0 0.0 0.0 0.025
H 4.0275 -3.8414 -0.0587 0.0 0.0 0.0 0.097
C -5.9304 -1.2530 -4.1484 0.0 0.0 0.0 -0.072
C -6.8023 -0.1591 -4.1353 0.0 0.0 0.0 -0.078
H 1.9806 -5.2112 0.4561 0.0 0.0 0.0 0.100
C -5.3494 -0.1997 3.9186 0.0 0.0 0.0 -0.170
C 2.5671 1.9374 -3.8827 -0.1 0.0 0.0 -0.096
C -5.0082 -0.7165 0.9681 0.0 0.0 0.0 -0.154
C 2.3462 -0.2323 4.4193 0.0 0.0 -0.1 -0.222
C 2.3349 -2.8974 -3.3666 0.1 0.0 0.0 -0.108
C -5.2713 1.0074 -2.7338 0.1 0.0 0.0 -0.170
C 3.1130 -3.3348 2.7814 0.0 0.0 0.0 -0.082
S 0.8121 -0.0968 3.4600 0.0 -0.3 0.4 0.700
C 1.0645 0.0477 -3.5190 0.1 0.0 -0.1 -0.299
H -1.1535 -2.4921 1.5327 0.0 0.0 0.0 0.065
H -5.9844 -1.1542 1.1996 0.0 0.0 0.0 0.027
C -1.5484 3.1257 5.2912 -0.1 -0.1 0.0 -0.132
H -0.5045 -2.8480 -4.1047 0.0 0.0 0.0 0.013
H 3.1483 2.3368 -5.9072 0.0 0.0 0.0 0.096
C 0.8181 3.2211 -1.4156 0.1 0.1 -0.1 -0.351
C 4.0868 -4.0222 -2.1816 0.0 0.0 0.0 -0.095
C -2.0051 2.1413 4.4222 0.0 0.1 0.0 -0.050
C -1.2604 4.4519 -1.5021 0.0 0.0 0.0 -0.057
C 1.0499 -0.1327 -4.9094 0.0 0.0 0.0 -0.111
H 1.3811 6.5141 -1.9918 0.0 0.0 0.0 0.098
H 3.8843 -4.0306 -4.3245 0.0 0.0 0.0 0.095
H -4.2841 2.5177 1.1429 0.0 0.0 0.0 0.017
H -6.4345 -0.1473 3.7837 0.0 0.0 0.0 0.024
H 6.7718 2.0865 1.0447 0.0 0.0 0.0 0.097
C 4.2469 -3.3743 3.5825 0.0 0.0 0.0 -0.086
H -5.0814 0.4017 4.7905 0.0 0.0 0.0 0.021
C 5.7987 2.0307 0.5724 0.0 0.0 0.0 -0.100
C 4.3510 1.1139 -1.1155 0.0 0.1 -0.1 -0.104
C 1.5145 4.4029 -1.6594 0.0 0.0 0.1 -0.094
H -7.1249 1.8445 -3.3931 0.0 0.0 0.0 0.124
C 5.6001 1.1917 -0.5159 0.0 0.0 0.0 -0.098
C 4.0638 -1.5103 1.5412 0.1 0.0 0.0 -0.103
H 5.9953 -0.8382 2.1724 0.0 0.0 0.0 0.097
C 1.8080 1.1312 -3.0307 0.0 0.0 -0.1 -0.371
C 0.0875 -6.0920 0.9274 0.0 0.0 0.0 -0.090
H 4.9858 -4.6270 -2.1709 0.0 0.0 0.0 0.095
H 3.1487 2.7578 -3.4765 0.0 0.0 0.0 0.100
H -5.1047 -0.1731 0.0264 0.0 0.0 0.0 -0.009
C -1.2371 -5.8607 1.2765 0.0 0.0 0.0 -0.097
H 2.6600 3.2689 0.8850 0.0 0.0 0.0 0.110
C -6.4751 0.9794 -3.4268 0.0 0.0 0.0 -0.002
H 3.9816 -0.7575 0.7649 0.0 0.0 0.0 0.095
C -1.6828 -4.5612 1.4679 0.0 0.0 0.0 -0.075
H -1.6568 -2.7499 -2.7751 0.0 0.0 0.0 0.008
Si 0.2598 -1.2032 -2.2888 -0.1 -0.1 0.1 0.516
C -0.9813 -2.1564 -3.4008 0.1 -0.1 -0.1 -0.279
C -0.1912 4.0575 3.5673 0.0 0.0 0.1 -0.048
O -3.5614 1.7680 -1.3632 0.0 0.0 -0.1 -0.328
H 1.8848 -2.6256 -4.3166 0.0 0.0 0.0 0.084
O -2.8375 0.1946 2.7324 0.0 0.1 0.0 -0.300
H 2.1842 -0.9434 5.2318 0.0 0.1 -0.1 0.049
H 6.1742 -2.5181 3.9893 0.0 0.0 0.0 0.096
C 3.5410 -3.5758 -0.9896 0.0 0.0 0.0 -0.109
H -4.0617 -2.0843 -3.4820 0.0 0.0 0.0 0.102
H 2.2847 -4.0029 2.9793 0.0 0.0 0.0 0.108
P 1.5981 -2.2695 0.6248 0.2 -0.1 -0.5 1.001
H 4.1961 0.4449 -1.9553 0.0 0.0 0.0 0.109
C 0.5186 -3.7141 0.9427 0.0 0.0 0.0 -0.337
C 3.4923 2.7130 0.4681 0.0 -0.1 0.1 -0.085
Pb -0.1372 0.0524 0.4858 -0.6 0.1 0.0 1.047
H 0.5246 4.7768 3.1866 0.0 0.0 0.0 0.107
H 4.8838 3.4232 1.9283 0.0 0.0 0.0 0.104
H 6.4151 0.5874 -0.8955 0.0 0.0 0.0 0.103
C -0.6432 3.0833 2.7246 0.0 0.0 -0.1 -0.242
H -1.0898 6.5598 -1.8555 0.0 0.0 0.0 0.099
H 0.4437 -7.1044 0.7799 0.0 0.0 0.0 0.097
C -4.8790 2.1692 1.9885 0.0 -0.1 0.0 -0.152
```
Forces are in eV/Å.

Properties
- Lowest unoccupied orbital energy: 2.1 eV
- Maximum force: 0.6 eV/A
- ΔE to the lowest compared entry with this formula, charge and spin: 21.8 kcal per mole
- DFT total energy: -132524.5716 eV
- Net charge: -1